No. 1
Below is a molecular structure, C3H2BiO2 in a non-equilibrium geometry, with properties calculated with the ωB97M-V functional and the def2-TZVPD basis.

Summary:
Maximum force (eV Å⁻¹): 4.63
E (hartree): -479.64615
Multiplicity: 2
Net charge: +2
Relative energy (zero: lowest compared OMol25 entry of this formula, charge and spin) (kJ/mol): 233.8
Kohn-Sham gap (spin up / spin down) (eV): 6.53 / 7.19
Molecular weight (g mol⁻¹): 279.03
HOMO energy (spin up / spin down) (eV): -19.1 / -20.1

Each line ends with the Löwdin charge.
Element x y z (Å)
C -1.29750 -0.02343 -0.95554  -0.031
H 1.87576 0.65595 0.46295  0.196
O -0.03651 1.27727 -0.04090  -0.279
H 1.13565 -1.78555 0.16438  0.180
Bi -2.25508 1.51733 0.24757  1.880
O -0.72555 -1.09103 -0.49378  0.058
C 0.82086 0.37072 0.41057  -0.071
C 0.48238 -0.92127 0.20476  0.067

No. 2
Below is a molecular structure, C30H30Br2HoI3N2O2 in a non-equilibrium geometry, with properties calculated with the ωB97M-V functional and the def2-TZVPD basis.

Summary:
Maximum force (eV Å⁻¹): 1.60
E (hartree): -8410.50955
Multiplicity: 5
Net charge: 0
Kohn-Sham gap (spin up / spin down) (eV): 7.15 / 7.19
Molecular weight (g mol⁻¹): 1156.03
HOMO energy (spin up / spin down) (eV): -7.5 / -7.5

Each line ends with the Löwdin charge.
Element x y z (Å)
H -4.63263 1.20154 3.27914  0.083
H -3.13133 -0.99806 5.74604  0.083
C -0.11213 -0.33626 1.37554  -0.471
H -2.86003 -1.89756 -1.34106  0.096
H -0.19073 -0.51696 3.48564  0.107
H 6.83847 -2.76666 -1.49396  0.094
I 2.15257 -0.63366 -3.58416  0.706
H -2.61393 2.39844 -1.37996  0.085
C -2.09573 0.04564 2.63034  -0.173
H 6.60377 -5.22066 -1.27856  0.107
C 2.03727 -4.90576 -1.17656  -0.023
C -2.91423 0.26244 -1.11476  -0.526
C -4.42653 0.31844 -0.86146  -0.061
H -0.41503 5.38114 -0.70286  0.112
O 0.04547 0.07354 -0.93236  -0.347
C 3.56537 2.87014 0.99734  -0.521
Br 3.95247 2.69234 -3.07636  0.696
H -0.50423 2.99614 -1.35086  0.088
C 1.63087 5.60964 -1.34076  -0.030
C 4.74497 -2.44546 -1.64806  -0.536
I 5.00007 -0.31666 -1.33756  0.969
C -0.69693 -0.00656 0.14114  -0.394
H -0.06503 -4.56016 -1.18256  0.109
C -2.10413 0.19794 0.17834  -0.079
H -2.77623 1.58364 5.61774  0.084
C -2.73183 0.24464 1.41024  0.029
H 0.14757 -2.35756 -2.24936  0.072
N 3.01697 2.12984 0.25534  -0.101
H -2.51633 2.33144 4.03994  0.089
C 3.43947 -2.97716 -1.72586  -0.276
C 0.45267 4.90674 -1.13256  -0.029
H -1.48493 -1.07526 5.13614  0.074
C 2.53677 3.62394 -2.25966  -0.749
H -1.57193 -1.03966 -2.20276  0.059
H -4.75423 -0.56986 3.29564  0.090
C -0.74953 -0.29096 2.59424  -0.069
H 1.97137 -5.94186 -0.88596  0.114
C -2.62113 -1.00876 -1.92316  -0.030
H -1.22353 1.39824 4.79574  0.082
C -4.34473 0.29694 3.80994  -0.060
C 5.72147 -4.61016 -1.36426  -0.071
C -2.52973 -1.03776 4.84114  -0.049
H -3.21563 -1.01176 -2.83366  0.091
C 2.26717 -2.28126 -2.11746  -0.599
N 1.43627 2.91504 -2.02216  -0.076
H -4.79723 0.34204 4.79854  0.084
C 5.86277 -3.22566 -1.51856  -0.146
H -4.76013 -0.53436 -0.27286  0.088
C 4.47487 -5.14996 -1.22136  -0.026
I 1.64007 1.40724 -5.62976  -0.230
C -2.82163 0.18504 3.96024  -0.555
C 2.69837 4.95834 -1.93096  -0.081
H -4.71553 1.24254 -0.36256  0.088
H 3.63687 5.44584 -2.12706  0.109
C 0.91587 -4.15126 -1.36566  -0.057
H -2.77503 -1.95316 4.30664  0.092
H -3.78473 0.44644 1.43184  0.085
Br 1.73877 -0.95216 1.25574  0.847
C -2.53563 1.48174 -1.96456  -0.039
C 0.40417 3.57074 -1.48406  -0.110
C -2.29973 1.45564 4.64844  -0.040
C 1.04187 -2.86896 -1.91816  -0.177
H -3.21953 1.56054 -2.80636  0.090
H 1.71667 6.64374 -1.05546  0.116
H -1.52893 1.37554 -2.36586  0.073
H 4.34817 -6.19416 -0.97386  0.116
C 3.31987 -4.35826 -1.37676  -0.163
Ho 1.99127 0.68914 -1.02416  0.806
O 4.10947 3.62854 1.70644  0.094
H -4.93983 0.28314 -1.82076  0.086

No. 3
Below is a molecular structure, C19H17BeO4P in a non-equilibrium geometry, with properties calculated with the ωB97M-V functional and the def2-TZVPD basis.

Summary:
Maximum force (eV Å⁻¹): 14.93
E (hartree): -1390.39207
Net charge: +2
Relative energy (zero: lowest compared OMol25 entry of this formula, charge and spin) (kJ/mol): 81.9
Kohn-Sham gap (eV): 5.18
Molecular weight (g mol⁻¹): 349.33
HOMO energy (eV): -15.4

Each line ends with the Löwdin charge.
Element x y z (Å)
Be -0.60708 0.07733 -2.33251  -0.372
C 1.81010 -1.47988 1.36751  -0.088
C -0.72200 3.27258 2.93563  -0.036
H 2.36995 -0.58545 1.08579  0.082
O 2.04422 -0.01505 -1.67588  0.266
H 0.76477 4.82240 3.14912  0.127
C -0.59377 -1.44539 -2.30937  -0.011
C 0.90735 0.04085 -2.03501  -0.070
C 1.55853 3.06895 2.17786  -0.037
C -0.40870 -0.38108 -5.77219  -0.058
H -1.24248 1.56580 -5.68349  0.066
C 2.54794 -2.58104 1.82281  -0.036
H 2.45381 -4.61602 2.53429  0.129
H -2.02499 -0.60659 2.18326  0.084
H -1.49823 3.81931 3.48551  0.131
C -0.34569 0.94562 -5.70789  -0.053
O -0.58711 -2.60692 -2.12108  0.303
C 0.49188 -3.73186 2.33109  -0.033
C -0.07941 1.34868 1.55171  -0.301
C -2.17341 -0.46134 1.10145  -0.233
H 0.60738 1.47424 -5.66107  0.068
C 1.24485 1.83406 1.59137  -0.089
H -2.56482 -1.38193 0.64164  0.073
C 0.40317 -1.51067 1.31039  -0.307
C 1.88509 -3.72321 2.27280  -0.029
H 3.64447 -2.53717 1.80505  0.129
C -1.02573 2.03994 2.34135  -0.070
P -0.52116 -0.12352 0.45025  1.194
C -2.13478 0.22466 -2.14767  0.020
H -1.36060 -0.91316 -5.80196  0.066
H 2.58880 3.45261 2.11546  0.130
O -0.39141 2.67069 -1.52039  0.292
H -0.03299 -4.60155 2.72597  0.127
H -2.00248 1.61276 2.54955  0.100
C 0.55566 3.81108 2.80752  -0.033
H 2.07790 1.24305 1.20292  0.088
C -0.24183 -2.63062 1.87024  -0.073
C -0.44895 1.54779 -1.90369  -0.077
O -3.27391 0.32320 -1.86779  0.296
H -2.84825 0.38736 0.91212  0.068
H -1.31641 -2.65107 1.99622  0.097
H 0.49031 -0.99944 -5.77893  0.068

No. 4
Below is a molecular structure, CHI3 in a non-equilibrium geometry, with properties calculated with the ωB97M-V functional and the def2-TZVPD basis.

Summary:
Maximum force (eV Å⁻¹): 2.75
E (hartree): -931.74424
Net charge: 0
Relative energy (zero: lowest compared OMol25 entry of this formula, charge and spin) (kJ/mol): 0.0
Kohn-Sham gap (eV): 8.00
Molecular weight (g mol⁻¹): 393.73
HOMO energy (eV): -9.3

Each line ends with the Löwdin charge.
Element x y z (Å)
I -0.23057 0.94904 -1.96124  0.628
C 0.19567 0.05569 -0.04001  -1.694
H 1.34887 -0.11159 0.15660  -0.022
I -0.53403 -1.96263 0.05621  0.586
I -0.77993 1.06949 1.78845  0.502

No. 5
Below is a single C6H13NO molecule, with properties calculated with the ωB97M-V functional and the def2-TZVPD basis.

Summary:
Maximum force (eV Å⁻¹): 0.99
E (hartree): -366.35774
SMILES: C=CCCCNCO
Net charge: 0
Relative energy (zero: lowest compared OMol25 entry of this formula, charge and spin) (kJ/mol): 200.0
Kohn-Sham gap (eV): 9.83
Molecular weight (g mol⁻¹): 115.18
HOMO energy (eV): -8.8

Each line ends with the Löwdin charge.
Element x y z (Å)
H -2.61533 -0.89066 0.85804  0.116
H 1.74145 2.99502 -1.41473  0.114
C -1.54944 -0.92823 1.11078  -0.223
H -1.49246 -0.38882 2.05625  0.108
H -1.05144 -0.57864 -0.93690  0.118
C 1.20801 2.05316 -1.38463  -0.292
C -1.23378 -2.36983 1.36606  -0.192
H 0.43812 -2.77766 0.12969  0.050
H 0.39159 2.01520 -2.09952  0.120
O 2.21931 1.12890 -1.83858  -0.078
H -0.05705 -4.11790 1.29476  0.050
H 0.30402 -0.69425 0.07803  0.088
H -0.85327 1.53152 1.20501  0.109
H 1.30593 2.05614 0.69569  0.118
C -0.69138 -0.25387 0.04446  -0.199
C -0.23546 -3.11966 0.91770  -0.006
H 1.95917 0.20669 -1.75781  0.063
H -1.31036 1.80255 -0.44503  0.113
N 0.71892 1.83007 -0.08405  -0.062
C -0.59616 1.27078 0.18085  -0.212
H -1.88923 -2.86335 2.08146  0.094

No. 6
Below is 2 unconnected molecules or ions with the total composition C3H3FIO2 in a non-equilibrium geometry, with properties calculated with the ωB97M-V functional and the def2-TZVPD basis.

Summary:
Maximum force (eV Å⁻¹): 4.42
E (hartree): -664.19332
Net charge: -1
Relative energy (zero: lowest compared OMol25 entry of this formula, charge and spin) (kJ/mol): 53.1
Kohn-Sham gap (eV): 7.11
Molecular weight (g mol⁻¹): 216.96
HOMO energy (eV): -3.7

Each line ends with the Löwdin charge.
Element x y z (Å)
C 0.61276 1.65528 0.42783  -0.366
H -1.32245 -0.40602 -0.40899  0.003
I -2.43862 -1.99658 1.56412  -0.581
H -0.33337 -1.62485 -0.45085  -0.033
F 2.02198 -0.10011 -0.14771  0.035
O 0.48552 0.67470 1.34117  0.167
O 0.78370 2.80990 0.17819  0.139
H -0.21649 -0.63002 -1.77329  0.093
C -0.26168 -0.65276 -0.68190  -0.097
C 0.66864 0.27047 -0.04858  -0.359

No. 7
Below is a molecular structure, C3H6EuO4 in a non-equilibrium geometry, with properties calculated with the ωB97M-V functional and the def2-TZVPD basis.

Summary:
Maximum force (eV Å⁻¹): 5.79
E (hartree): -1128.85052
Multiplicity: 9
Net charge: +1
Relative energy (zero: lowest compared OMol25 entry of this formula, charge and spin) (kJ/mol): 171.4
Kohn-Sham gap (spin up / spin down) (eV): 6.12 / 8.26
Molecular weight (g mol⁻¹): 258.04
HOMO energy (spin up / spin down) (eV): -10.4 / -13.4

Each line ends with the Löwdin charge.
Element x y z (Å)
H 1.12706 0.55297 -1.78921  0.143
O 1.48377 -0.12793 3.06649  0.156
O 0.93906 0.84518 1.16880  0.047
C 0.43984 0.07297 -1.08338  -0.191
Eu -2.33559 -2.23127 -1.58227  1.269
H 0.91868 -0.83760 -0.70674  0.132
H 0.23260 2.06708 -0.28863  0.144
O -0.25433 -0.91458 2.00598  0.069
O -0.73922 -0.35328 -1.77193  -0.347
H -0.97504 0.96198 0.33569  0.132
H -0.72426 -1.21983 1.01682  0.146
C 0.73205 -0.06224 2.11586  -0.660
H -0.92689 0.21291 -2.53068  0.102
C 0.08227 1.03365 0.04320  -0.141

No. 8
Below is a single C2H3ClO2S molecule in a non-equilibrium geometry, with properties calculated with the ωB97M-V functional and the def2-TZVPD basis.

Summary:
Maximum force (eV Å⁻¹): 3.18
E (hartree): -1086.74928
Net charge: 0
Relative energy (zero: lowest compared OMol25 entry of this formula, charge and spin) (kJ/mol): 266.3
Kohn-Sham gap (spin up / spin down) (eV): 6.89 / 8.71
Molecular weight (g mol⁻¹): 126.56
HOMO energy (spin up / spin down) (eV): -7.9 / -8.9

Each line ends with the Löwdin charge.
Element x y z (Å)
H 0.94210 -0.85559 1.99861  0.093
O 4.22236 -0.14125 0.51066  -0.568
H 0.25220 0.71489 1.31257  0.061
C 0.40988 -0.32514 1.18125  -0.108
C 1.28268 -0.39462 0.00029  -0.752
Cl 2.18114 -1.95137 -0.28016  0.612
O 1.88872 0.74606 -0.17842  -0.428
H -0.68508 -0.72399 1.03706  0.121
S 3.55686 1.01989 -0.04464  0.969

Please write out number 6 again, unchanged.
Below is 2 unconnected molecules or ions with the total composition C3H3FIO2 in a non-equilibrium geometry, with properties calculated with the ωB97M-V functional and the def2-TZVPD basis.

Summary:
Maximum force (eV Å⁻¹): 4.42
E (hartree): -664.19332
Net charge: -1
Relative energy (zero: lowest compared OMol25 entry of this formula, charge and spin) (kJ/mol): 53.1
Kohn-Sham gap (eV): 7.11
Molecular weight (g mol⁻¹): 216.96
HOMO energy (eV): -3.7

Each line ends with the Löwdin charge.
Element x y z (Å)
C 0.61276 1.65528 0.42783  -0.366
H -1.32245 -0.40602 -0.40899  0.003
I -2.43862 -1.99658 1.56412  -0.581
H -0.33337 -1.62485 -0.45085  -0.033
F 2.02198 -0.10011 -0.14771  0.035
O 0.48552 0.67470 1.34117  0.167
O 0.78370 2.80990 0.17819  0.139
H -0.21649 -0.63002 -1.77329  0.093
C -0.26168 -0.65276 -0.68190  -0.097
C 0.66864 0.27047 -0.04858  -0.359

Please write out number 4 again, unchanged.
Below is a molecular structure, CHI3 in a non-equilibrium geometry, with properties calculated with the ωB97M-V functional and the def2-TZVPD basis.

Summary:
Maximum force (eV Å⁻¹): 2.75
E (hartree): -931.74424
Net charge: 0
Relative energy (zero: lowest compared OMol25 entry of this formula, charge and spin) (kJ/mol): 0.0
Kohn-Sham gap (eV): 8.00
Molecular weight (g mol⁻¹): 393.73
HOMO energy (eV): -9.3

Each line ends with the Löwdin charge.
Element x y z (Å)
I -0.23057 0.94904 -1.96124  0.628
C 0.19567 0.05569 -0.04001  -1.694
H 1.34887 -0.11159 0.15660  -0.022
I -0.53403 -1.96263 0.05621  0.586
I -0.77993 1.06949 1.78845  0.502